One molecule with the formula C6H10O. Source: the OMol25 dataset; level of theory: the ωB97M-V functional and the def2-TZVPD basis.

CARTESIAN COORDINATES (ANGSTROEM)
C: 1.87 0.56 -0.03
C: 0.97 -0.66 0.01
C: -0.15 -0.75 1.11
C: -1.21 -0.38 0.05
O: -2.49 -0.90 -0.01
C: -0.89 0.96 -0.48
C: -0.14 -0.36 -0.98
H: 2.27 0.68 -1.04
H: 2.69 0.58 0.70
H: 1.17 1.39 0.09
H: 1.53 -1.59 -0.11
H: -0.03 -0.07 1.97
H: -0.31 -1.77 1.46
H: -3.05 -0.18 0.30
H: -1.47 1.40 -1.28
H: -0.63 1.71 0.28
H: -0.15 -0.64 -2.03

Results
HOMO level, hartree: -0.352
Frontier orbital gap, eV: 10.523
Net charge: 0
Energy relative to the best compared isomer or geometry (same formula, charge and spin), kcal/mol: 46.3
Energy, eV: -8429.2312
LUMO, eV: 0.94
Structure (SMILES): C[C@H]1C[C@@]2(O)C[C@@H]12
Multiplicity: 1